Record 1
{"formula": "C34H38F12IO12", "method": "the ωB97M-V functional and the def2-TZVPD basis", "homo_energy_ev": -5.3, "total_charge": -1, "symbols": ["I", "F", "F", "F", "F", "F", "F", "F", "F", "F", "F", "F", "F", "O", "O", "O", "O", "O", "O", "O", "O", "O", "O", "O", "O", "C", "C", "C", "C", "C", "C", "C", "C", "C", "C", "C", "C", "C", "C", "C", "C", "C", "C", "C", "C", "C", "C", "C", "C", "C", "C", "C", "C", "C", "C", "C", "C", "C", "C", "H", "H", "H", "H", "H", "H", "H", "H", "H", "H", "H", "H", "H", "H", "H", "H", "H", "H", "H", "H", "H", "H", "H", "H", "H", "H", "H", "H", "H", "H", "H", "H", "H", "H", "H", "H", "H", "H"], "positions_angstrom": [[5.9499, 0.5374, -1.1872], [0.3274, -10.5923, 4.8347], [-2.0305, -3.5289, -10.2479], [-0.2581, 4.6082, 2.7942], [-2.7818, -5.1528, -9.0387], [-3.2090, 10.9911, -0.3961], [-3.3516, 11.5206, 1.6931], [-1.5066, 11.8285, 0.6275], [-1.9757, 3.8302, 1.7633], [0.4277, -8.9023, 6.1661], [2.2222, -9.6350, 5.2143], [-4.1504, -3.9083, -10.1397], [-2.1134, 4.3552, 3.8533], [0.9921, -7.2323, 4.1780], [0.3077, -4.2611, 0.2513], [-0.9589, 9.1873, 1.0149], [-3.1118, 8.8765, 1.5753], [0.2233, 1.9562, 3.1558], [0.3157, -8.8324, 2.7542], [-3.9574, -2.0852, -8.1239], [-2.1423, -3.1783, -7.3792], [3.1672, -4.3492, 1.3453], [1.8954, -3.1602, 2.7313], [-1.9327, 1.6776, 3.7131], [-0.0728, -0.9375, -3.2298], [0.5802, -3.2248, -3.0754], [-0.7390, 2.3481, -1.1785], [0.8124, -3.6851, -0.6900], [-0.5608, -5.7540, 3.0103], [0.8730, -6.2156, 3.1430], [2.2710, 0.7199, -2.5875], [0.6860, -8.4643, 3.8324], [0.9134, -9.4070, 5.0228], [-3.0382, -2.7930, -5.1477], [2.4389, -2.2534, 0.5610], [-1.3093, 3.8018, 2.9258], [-1.0896, 0.1587, 5.4249], [4.0363, 1.0592, -0.2458], [-3.0258, -3.8953, -9.4265], [-2.5383, 10.9993, 0.7653], [2.5033, -3.3379, 1.6482], [1.6282, 2.0580, -2.0958], [3.1908, -1.1057, 0.6191], [3.1423, -0.1569, -0.3696], [-2.0808, -2.3211, -6.2192], [-0.8881, 2.3709, 3.2859], [-3.1261, -2.9372, -8.2319], [-2.2629, 7.4005, 3.3197], [1.6331, -2.4322, -0.5336], [-2.8395, 7.5039, 1.9250], [-2.0787, 9.5835, 1.1384], [4.8665, 2.9195, 1.2294], [0.1272, 2.1995, -2.4569], [4.3254, 1.4736, 1.2090], [2.3206, -0.3119, -1.4794], [0.6482, -4.1356, -2.1208], [0.6274, -1.7680, -2.6819], [-1.6735, 0.2926, 4.0359], [1.5687, -1.4710, -1.5380], [1.2681, -6.5834, 2.1985], [-2.2678, -1.2851, -6.4982], [-0.2359, 1.3863, -3.0841], [-1.0276, -0.1597, 3.2841], [-0.1142, 0.6410, 5.4885], [-1.2117, -6.5651, 2.6752], [-4.0723, -2.7227, -5.4868], [2.2104, 2.8664, -2.5501], [1.7983, 0.3666, -3.5010], [5.5029, 3.1380, 0.3680], [-0.6223, -4.9401, 2.2933], [3.3148, 0.9438, -2.8582], [1.5045, -5.3848, 3.4518], [-2.1385, 6.3554, 3.6014], [-2.9257, -2.1902, -4.2472], [3.3481, 1.4847, 1.7122], [-1.1080, 1.3492, -0.9229], [0.5852, -5.1855, -2.3951], [-1.5645, 3.0522, -1.3123], [-2.6354, -0.2135, 3.9842], [-2.9195, 7.8876, 4.0428], [1.7126, 2.0755, -1.0073], [-2.1848, 7.0450, 1.1846], [4.9494, 0.7608, 1.7465], [-1.7377, 0.6393, 6.1601], [4.0137, 3.6068, 1.1813], [-2.8496, -3.8387, -4.9003], [0.0180, 3.1367, -3.0187], [-0.1379, 2.7222, -0.3433], [3.6612, 1.9288, -0.7780], [-0.9729, -0.8917, 5.6880], [3.8447, -0.9801, 1.4729], [-1.2928, 7.8950, 3.3813], [5.3777, 3.1109, 2.1764], [0.4911, -3.4821, -4.1279], [-3.7958, 6.9863, 1.8776], [-1.0587, -2.3778, -5.8510], [-0.9451, -5.4103, 3.9735]], "forces_ev_per_angstrom": [[-0.2, 0.2, -0.1], [0.0, 0.1, -0.2], [0.0, 0.2, 0.1], [0.2, -0.2, 0.1], [0.0, 0.1, 0.1], [0.0, -0.2, 0.0], [0.0, -0.1, 0.1], [0.1, -0.2, 0.0], [-0.1, -0.2, 0.0], [0.0, 0.1, -0.1], [0.0, 0.1, -0.1], [-0.1, 0.2, 0.1], [0.0, -0.6, 0.1], [0.1, -0.4, 0.2], [0.2, 0.1, -0.9], [0.2, 0.3, -0.1], [-0.1, 0.3, -0.2], [0.2, 0.4, -0.1], [-0.1, -0.5, 0.1], [-0.2, -0.1, -0.3], [0.1, -0.1, -0.3], [0.2, 0.3, -0.6], [0.1, 0.8, -0.6], [-0.1, 0.3, -0.2], [0.2, -0.3, -0.1], [0.1, 0.9, -0.1], [0.2, -0.4, -0.4], [0.0, -0.1, 0.4], [-0.3, -0.3, 0.2], [0.0, 0.8, -0.4], [0.8, 0.7, 0.6], [0.1, 0.9, -0.4], [0.0, -0.4, 0.5], [-0.3, -0.2, -0.1], [-0.4, -0.8, 1.0], [-0.1, 0.8, -0.2], [0.1, 0.3, 0.1], [0.2, -0.7, 0.8], [0.0, -0.5, -0.5], [-0.2, 0.7, -0.1], [0.0, -1.0, 1.1], [-0.3, -1.0, -0.8], [0.3, -0.1, 0.7], [0.7, 1.2, -0.2], [0.1, 0.3, 0.7], [-0.1, -0.8, 0.2], [0.2, 0.3, 0.7], [0.1, 0.3, 0.1], [-0.6, -0.7, -0.5], [0.0, -0.6, 0.3], [-0.1, -0.7, 0.2], [-0.4, -0.3, 0.4], [0.1, 1.2, 0.6], [-0.5, 0.8, -0.6], [-0.6, 0.0, -0.9], [0.1, -0.4, 0.2], [0.2, -0.2, 0.2], [0.1, -0.7, 0.2], [-0.7, -0.2, -0.7], [0.0, -0.2, 0.1], [-0.1, -0.1, -0.2], [0.1, 0.0, 0.1], [0.1, 0.2, 0.0], [0.0, -0.1, -0.1], [0.1, 0.0, -0.1], [0.0, 0.1, 0.0], [-0.2, 0.1, 0.3], [-0.1, 0.0, 0.2], [0.2, -0.1, 0.3], [0.1, 0.0, 0.0], [-0.1, -0.1, 0.0], [0.0, -0.1, 0.1], [-0.1, 0.4, -0.1], [0.1, 0.0, 0.0], [0.2, -0.1, 0.0], [-0.2, 0.3, 0.3], [-0.1, 0.0, 0.5], [-0.1, -0.3, 0.0], [-0.1, 0.3, -0.1], [-0.1, -0.1, 0.0], [0.1, 0.3, -0.2], [0.1, 0.2, 0.0], [0.1, 0.1, -0.2], [-0.1, -0.1, 0.0], [0.1, 0.0, 0.0], [0.1, 0.0, 0.1], [0.0, -0.2, -0.1], [-0.1, -0.1, -0.1], [0.2, -0.2, -0.2], [0.0, 0.0, -0.1], [0.0, 0.0, 0.0], [0.0, -0.1, -0.1], [0.1, 0.1, -0.2], [-0.2, 0.1, 0.1], [-0.1, 0.2, -0.1], [0.0, -0.1, -0.2], [0.1, 0.1, 0.0]]}

Record 2
{"formula": "C18H40N5OP3Tl", "method": "the ωB97M-V functional and the def2-TZVPD basis", "relative_energy_kcal_mol": 39.37, "homo_energy_ev": [-15.3, -14.8], "total_charge": 3, "symbols": ["Tl", "P", "P", "P", "O", "N", "N", "N", "N", "N", "C", "C", "C", "C", "C", "C", "C", "C", "C", "C", "C", "C", "C", "C", "C", "C", "C", "C", "H", "H", "H", "H", "H", "H", "H", "H", "H", "H", "H", "H", "H", "H", "H", "H", "H", "H", "H", "H", "H", "H", "H", "H", "H", "H", "H", "H", "H", "H", "H", "H", "H", "H", "H", "H", "H", "H", "H", "H"], "positions_angstrom": [[-1.8961, 3.0342, -0.3544], [-0.2164, -2.8392, 0.8847], [1.2570, 2.6612, -0.2704], [1.2478, -1.9496, 2.2844], [-0.1979, 1.5092, -4.6616], [-3.2289, 1.4109, 4.2236], [-1.3770, 1.9659, 3.0511], [-2.4053, 1.8015, 2.1763], [-1.3021, 2.0263, 5.4403], [-1.9014, 1.6536, 4.2375], [-1.5229, -3.6798, 1.7891], [1.7330, 4.1340, -1.2702], [-1.1278, 2.2742, -2.7396], [0.9727, -0.1723, 2.3605], [-0.8084, -1.4319, -0.0926], [-1.9515, -1.6334, -4.8869], [2.9551, 1.9137, -0.1187], [0.4101, -2.0100, -4.3180], [-3.4764, 1.4840, 2.9131], [0.9671, -2.6218, 3.9247], [0.6734, -0.5552, -4.2531], [-1.8060, -0.2762, -4.7625], [1.1449, 3.4369, 1.3910], [2.9096, -2.3132, 1.7024], [-0.5033, 0.2823, -4.6552], [0.5878, -4.0306, -0.2265], [-2.2714, 2.8347, -3.2292], [-0.8303, -2.4962, -4.6469], [3.5602, 2.4696, 0.6183], [3.5025, -2.6589, 2.5548], [-2.7275, 3.7187, -2.7627], [-0.1116, -1.2195, -0.9185], [-0.9088, -0.5284, 0.5218], [-0.9969, -3.5886, -4.7398], [0.5313, 4.3457, 1.3491], [1.1248, -3.5044, -1.0348], [1.4308, -1.9302, 4.6416], [-2.6567, 2.5795, -4.2216], [1.6360, 0.3693, 1.6754], [3.3670, -1.4048, 1.2973], [2.9263, -3.0873, 0.9279], [0.8442, 4.5893, -1.7289], [3.4432, 1.9565, -1.1060], [-0.0582, 0.1198, 2.1388], [-1.7973, -1.6756, -0.5004], [-1.0957, 1.2594, -2.3536], [-1.7484, 1.5288, 6.1975], [1.1774, 0.1629, 3.3844], [-0.1905, 2.8226, -2.6746], [2.1535, 3.7030, 1.7332], [-0.2088, -4.6553, -0.6650], [-1.1054, -4.4510, 2.4480], [1.2692, -2.6755, -4.1332], [-2.9264, -2.0751, -5.1475], [-2.1807, -4.1549, 1.0515], [0.8322, -0.1215, -3.2529], [-0.1049, -2.7034, 4.1521], [1.4336, -3.6109, 4.0207], [0.6721, 2.7564, 2.1136], [2.4080, 3.8056, -2.0741], [2.2471, 4.8785, -0.6473], [2.8771, 0.8584, 0.1874], [-0.2982, 1.9055, 5.3831], [1.2896, -4.6788, 0.3271], [1.5694, -0.2733, -4.8197], [-2.6536, 0.3969, -4.7316], [-2.0971, -2.9611, 2.3850], [-4.4641, 1.3186, 2.5107]], "forces_ev_per_angstrom": [[-0.1, 0.6, 0.6], [-0.2, -0.2, -1.0], [0.9, 0.3, 0.3], [0.3, 0.3, 0.4], [-1.5, -2.0, -0.9], [1.7, 0.0, -0.7], [-1.7, -1.1, 0.6], [1.1, -0.1, 1.2], [0.0, -0.1, -0.8], [-1.2, 1.3, -0.6], [0.0, 0.2, 0.3], [-0.1, -0.1, -0.2], [0.5, -0.3, 1.0], [-0.1, 0.3, 0.0], [-0.2, 0.1, 0.0], [-0.4, 1.4, 0.2], [-0.1, -0.2, -0.1], [-0.7, -1.2, 0.1], [-0.1, 0.0, 0.4], [-0.1, -0.3, 0.2], [-0.6, -0.4, -0.4], [-1.1, -1.0, -0.2], [0.0, -0.1, 0.3], [0.3, -0.1, -0.1], [2.7, 3.2, 0.5], [0.3, 0.0, 0.1], [-1.2, 1.0, -0.8], [1.9, -1.1, 0.2], [-0.2, -0.2, -0.4], [0.0, 0.0, -0.1], [0.8, 0.6, -1.1], [-0.2, -0.2, 0.2], [-0.1, -0.3, -0.2], [0.3, 0.8, 0.0], [0.1, -0.1, 0.1], [-0.2, -0.2, 0.4], [0.0, -0.2, -0.1], [-0.8, -0.8, 0.8], [-0.2, -0.2, 0.1], [-0.1, -0.1, 0.1], [0.0, 0.1, 0.2], [0.3, 0.1, 0.1], [-0.1, -0.2, 0.4], [0.2, -0.1, 0.2], [0.2, 0.0, 0.0], [0.5, -0.6, -1.4], [0.0, -0.1, 0.1], [0.1, -0.1, -0.2], [-0.3, 0.4, 1.1], [-0.3, 0.1, 0.0], [0.3, 0.2, 0.1], [-0.1, 0.1, -0.2], [-0.6, 0.1, -0.2], [0.5, 0.3, 0.3], [0.1, 0.1, 0.1], [0.3, -0.6, 0.2], [0.3, 0.1, 0.0], [-0.1, 0.2, 0.0], [0.2, 0.3, -0.2], [-0.3, 0.2, 0.2], [-0.1, -0.2, -0.2], [0.3, 0.3, -0.1], [-0.1, -0.1, 0.1], [-0.4, 0.2, -0.2], [-0.2, 0.0, 0.0], [0.0, -0.1, -0.5], [0.0, -0.2, -0.1], [0.1, 0.0, 0.0]]}

Record 3
{"formula": "C9H9NO", "method": "the ωB97M-V functional and the def2-TZVPD basis", "relative_energy_kcal_mol": 108.55, "smiles": "CC/N=C1\\C=CC=CC1=C=O", "homo_energy_ev": [-7.9, -7.9], "symbols": ["O", "N", "C", "C", "C", "C", "C", "C", "C", "C", "C", "H", "H", "H", "H", "H", "H", "H", "H", "H"], "positions_angstrom": [[-3.7177, 1.8182, -0.5439], [0.8272, 1.0812, -0.3270], [-0.2242, 0.2742, -0.3447], [-1.6501, 0.5341, 0.0457], [-0.8219, -2.1271, -0.3131], [-2.3211, -0.5639, 0.6068], [-1.9697, -1.8801, 0.5564], [-2.6676, 1.3451, -0.3795], [2.7558, 1.5409, 0.7516], [-0.1570, -1.0734, -0.8167], [2.2335, 0.7377, -0.4109], [-3.2825, -0.5008, 1.0298], [-2.5916, -2.7126, 0.8843], [2.4887, -0.3123, -0.2000], [2.3748, 1.0494, 1.6563], [2.5938, 1.2455, -1.2925], [0.7035, -1.3844, -1.4312], [2.3654, 2.4842, 0.5798], [-0.8647, -3.0895, -0.7831], [3.9252, 1.5337, 0.7319]], "forces_ev_per_angstrom": [[1.8, -0.1, -0.1], [-4.4, -0.9, 0.3], [2.8, 1.9, -0.6], [0.2, 2.2, -1.4], [-2.3, 0.6, 0.1], [-1.3, -3.7, 1.4], [1.3, 1.0, -1.0], [-0.1, -0.2, 0.7], [3.2, -2.0, 0.4], [2.4, -2.6, -0.2], [-1.1, 0.0, 0.7], [-1.2, 1.1, 0.5], [0.1, 0.6, 0.2], [-0.1, 0.1, -1.0], [0.3, 0.6, 0.0], [0.4, -0.7, -0.7], [-0.5, 0.7, -0.1], [-0.4, 2.1, 0.4], [1.0, -0.5, -0.1], [-2.0, 0.1, 0.3]]}

Record 4
{"formula": "C6H16O2", "method": "the ωB97M-V functional and the def2-TZVPD basis", "relative_energy_kcal_mol": 48.40, "smiles": "CC(C)CCCO.O", "homo_energy_ev": -9.7, "symbols": ["O", "O", "C", "C", "C", "C", "C", "C", "H", "H", "H", "H", "H", "H", "H", "H", "H", "H", "H", "H", "H", "H", "H", "H"], "positions_angstrom": [[-0.3150, 2.0017, 2.0632], [-1.8543, 1.0425, -0.5481], [0.4108, -0.4662, 0.4786], [-0.5119, -0.4692, -1.9077], [-0.4395, -1.2557, -0.6422], [0.4149, -1.3247, 1.8452], [-0.8532, 1.0428, -1.5630], [1.8688, -0.1321, 0.1045], [2.6847, -0.1476, 0.8400], [-1.1089, 1.6356, -2.4551], [-1.1598, 2.0902, 1.5697], [0.0902, 1.6022, -1.2366], [-1.2335, -1.0029, -2.4847], [2.0016, 0.7749, -0.4423], [0.7338, -0.7082, 2.7599], [0.1853, 2.7873, 1.8819], [-2.6383, 0.9229, -0.8448], [-0.2048, 0.4608, 0.7522], [-1.3905, -1.4805, -0.0620], [0.1395, -2.1703, -0.6198], [0.4453, -0.3765, -2.5104], [2.3206, -0.9044, -0.7141], [1.0733, -2.1698, 1.7428], [-0.6589, -1.7527, 1.9928]], "forces_ev_per_angstrom": [[-1.2, -0.2, 0.1], [8.3, 2.3, 3.2], [-1.1, 0.0, 2.0], [1.0, 1.7, -0.3], [1.9, 0.6, 4.0], [-1.7, 1.0, -0.4], [0.7, -0.8, -0.5], [1.2, -2.4, -2.4], [-0.8, 0.0, 0.5], [-0.6, -0.4, 0.1], [0.8, 0.0, 0.3], [-1.4, -1.1, 0.3], [-0.8, 0.3, -1.1], [-0.2, 1.0, -0.3], [-0.6, -0.8, -1.5], [0.3, 0.6, -0.2], [-8.0, -1.2, -3.5], [1.6, -1.5, -0.6], [0.7, 0.4, -1.4], [-0.2, -0.6, -1.0], [-0.9, -0.7, 0.8], [-1.2, 1.2, 1.8], [0.4, -0.4, 0.0], [1.8, 0.8, 0.1]]}